# C7H10INO4

A single C7H10INO4 molecule (wB97M-V/def2-TZVPD, OMol25).

Each line ends with the Löwdin charge.
Cartesian coordinates (Å):
N -0.4080 -0.0134 0.0338  -0.013
C 0.3228 3.3205 -1.1939  0.123
H 2.6412 -1.3424 2.6442  0.066
C 0.0693 -0.3841 1.2377  -0.531
H -0.8937 -2.0100 -1.6884  0.111
H 0.9403 -1.0006 3.2494  0.106
O -0.5546 -0.1578 2.2886  0.019
H -2.1680 3.8692 1.0409  0.176
I -3.3895 -0.7009 0.0045  0.943
H -0.7072 2.8302 1.8010  0.161
H 1.4115 -2.6232 2.6163  0.103
C -0.3974 3.1852 -0.2508  -0.142
O 1.2707 -1.0734 1.2025  -0.036
C 0.1696 -1.4537 -1.7333  -0.101
O 0.1478 -0.1482 -1.2434  -0.132
C 1.6184 -1.5288 2.5010  -0.069
H -1.9104 1.1455 -1.0581  0.048
C -1.3687 2.9868 0.8327  -0.133
H 1.1193 3.4779 -1.9782  0.076
H 0.7555 -2.1511 -1.1760  0.066
H 0.5551 -1.4043 -2.6867  0.059
C -1.9862 0.8630 -0.0657  -0.725
O -2.2526 1.7791 0.8127  -0.177

Cartesian forces, eV/Å:
-2.921 1.904 -0.381
2.083 0.469 -1.600
1.331 0.304 0.282
-0.044 -0.307 0.957
1.913 1.621 -0.492
1.341 -0.681 -0.806
0.747 -0.068 -2.004
2.258 -1.956 -0.775
-0.410 -0.175 0.164
-1.563 0.393 -1.730
0.199 0.783 -0.349
-1.675 -0.243 0.229
-1.378 0.707 -0.223
-3.509 -2.408 1.842
0.313 0.737 1.398
-2.066 -0.740 1.361
0.553 0.696 -1.958
-0.405 0.764 2.928
-1.616 -0.369 1.416
0.917 -0.049 0.755
0.547 0.215 -2.235
2.329 -3.323 0.536
1.054 1.727 0.684

## Properties
LUMO energy = 0.0156 Eh
ΔE to the lowest compared entry with this formula, charge and spin = 0.0 kJ/mol
Total charge = 0
DFT total energy = -925.906133 a.u.
SMILES = C#CCO[C@H](I)N(OC)C(=O)OC
Kohn-Sham gap = 0.3454 Eh

=====

# C7H10IO5P

2 unconnected molecules or ions with the total composition C7H10IO5P (wB97M-V/def2-TZVPD, OMol25).

Each line ends with the Löwdin charge.
Cartesian coordinates (Å):
C -3.1002 0.4674 1.7323  -0.499
H -3.4285 0.5143 3.8767  0.080
C 3.8691 -1.8220 -1.4502  0.073
O 6.2235 -1.8146 -0.7635  0.102
O 0.5243 -2.0212 -2.0906  -0.421
H -1.7535 0.1681 3.3973  0.081
H -5.1645 1.0618 2.0384  0.080
H -3.3234 -0.5978 1.6259  0.140
P 1.3862 -0.5972 -2.5235  0.535
H -2.3712 1.8081 3.2719  0.081
H -4.6391 1.0783 0.3415  0.080
H -0.2715 -2.1335 -2.6548  0.050
C 3.2441 -0.8229 -2.2514  -0.341
C -2.6440 0.7542 3.1543  -0.065
O 4.2338 1.3233 -3.2941  0.109
C -4.3294 1.2858 1.3695  -0.066
O -2.0428 0.7720 0.8246  -0.166
O 5.5775 -0.6550 -2.8188  0.072
C 4.3664 0.1492 -2.8865  -0.308
H -1.8378 1.7131 0.9113  0.052
I 0.7591 1.0951 -0.7975  0.445
H -4.1151 2.3581 1.4251  0.081
H 3.4327 -2.6661 -0.8183  0.147
C 5.4044 -1.4184 -1.6197  -0.341

Cartesian forces, eV/Å:
-0.016 0.701 0.220
0.066 0.052 -0.019
0.176 3.625 -3.095
-2.156 2.272 -4.226
1.413 1.116 0.088
-0.122 -0.009 -0.035
0.039 0.060 -0.047
0.182 0.080 -0.145
-0.956 -0.049 -1.003
-0.146 -0.005 -0.051
0.017 -0.052 0.114
0.858 0.443 0.291
0.801 -2.248 2.664
0.124 -0.233 0.188
1.147 -5.708 1.614
-0.234 -0.118 -0.185
-0.020 -0.248 -0.085
-0.969 1.257 2.191
-1.767 1.874 -0.478
-0.114 -0.168 0.015
0.616 -0.724 -0.341
0.032 -0.064 0.136
0.865 1.557 -0.981
0.162 -3.412 3.172

## Properties
LUMO energy = -0.0540 Eh
Total charge = 0
DFT total energy = -1287.925634 a.u.
SMILES = O=C1C=C(P(O)I)C(=O)O1.CC(C)O
Kohn-Sham gap = 0.2792 Eh

=====

# C7H10N

A gas-phase ion, C7H10N (charge +1) (wB97M-V/def2-TZVPD, OMol25).

Each line ends with the Löwdin charge.
Cartesian coordinates (Å):
N 1.3766 -0.1748 -0.3798  -0.143
H -3.0724 0.1928 0.8528  0.152
H -0.8246 1.0812 1.1732  0.118
H 1.2689 1.3341 1.0882  0.114
C 0.6473 -0.1589 -1.4939  0.180
H 2.9170 -0.8117 0.4527  0.088
H -2.8564 -1.7734 -0.4345  0.032
C 1.3381 1.2494 0.0557  0.009
H 2.0603 1.9714 -0.3867  0.169
H 1.9963 -2.2402 -0.2900  0.141
C -2.1880 -1.0295 -0.5467  0.034
C 0.1379 0.9509 -0.7002  -0.073
C 2.0037 -1.2648 0.2653  0.034
H -1.3303 -1.3551 -1.1887  0.065
H -1.4474 2.2381 0.1480  0.216
H 1.2991 -1.4203 1.1989  0.169
C -1.0861 1.0715 0.1345  -0.147
C -2.2399 0.1394 0.0513  -0.159

Cartesian forces, eV/Å:
0.051 1.523 -2.301
1.396 0.750 -1.517
0.867 -0.127 0.766
-0.237 0.506 1.925
-0.542 -0.360 -1.574
2.218 -0.305 1.132
-2.568 -2.091 0.511
2.374 0.812 -1.374
-0.179 -1.076 0.112
0.046 1.378 0.075
3.361 1.028 -1.632
-2.341 -0.397 2.249
-3.085 -2.012 2.241
-0.758 0.616 0.364
0.881 -2.370 -0.701
1.996 0.028 -1.196
-2.161 3.027 -0.742
-1.320 -0.929 1.662

## Properties
LUMO energy = -0.2034 Eh
ΔE to the lowest compared entry with this formula, charge and spin = 629.7 kJ/mol
Total charge = +1
DFT total energy = -326.961170 a.u.
Kohn-Sham gap = 0.3081 Eh

=====

# C7H10N

A gas-phase ion, C7H10N (charge +1) (wB97M-V/def2-TZVPD, OMol25).

Each line ends with the Löwdin charge.
Cartesian coordinates (Å):
H -1.4612 2.1271 -1.0620  0.048
H 1.6590 1.6163 1.2103  0.192
C 0.7142 -2.4709 1.1100  0.007
H 1.3073 1.9658 -1.9885  0.144
H -1.0808 -3.5490 0.7680  0.144
H -2.0936 1.1709 0.3479  0.137
H 1.8602 0.3923 -1.4781  0.038
H -1.9010 0.4591 -1.4717  0.119
C 0.9943 -1.2832 0.7046  0.074
C -1.4577 1.1728 -0.6637  0.005
C -0.4487 -2.9032 1.5136  0.111
C 0.5918 1.1910 0.9263  0.012
C 0.0634 0.8113 -0.4525  -0.352
C 0.9908 0.8714 -1.7223  0.023
N 0.4294 -0.1737 0.5653  0.039
H -0.6977 -3.2112 2.5456  0.105
H 0.5380 0.2911 -2.4976  0.080
H -0.0078 1.5224 1.6447  0.075

Cartesian forces, eV/Å:
-0.061 2.021 -0.744
-1.910 -1.277 -1.302
0.937 2.002 -0.757
-1.129 -2.054 0.268
0.893 1.746 1.055
1.480 -0.203 -2.338
2.471 -1.240 0.662
0.570 1.203 1.650
-2.010 -1.565 1.029
-0.417 -3.853 1.340
-1.493 -4.924 -0.163
5.014 0.610 -1.813
-0.335 1.777 -0.633
-1.776 2.739 1.225
1.094 0.728 -1.023
0.208 0.883 -0.287
-0.389 0.177 -0.793
-3.148 1.230 2.625

## Properties
LUMO energy = -0.2018 Eh
ΔE to the lowest compared entry with this formula, charge and spin = 558.8 kJ/mol
Total charge = +1
DFT total energy = -326.988167 a.u.
SMILES = C=C=C=[N+]1CC1(C)C
Kohn-Sham gap = 0.3344 Eh

=====

Look up the total charge of the fourth one.
+1

=====

Among the records above, which one has the lowest LUMO energy?
number 3

=====

What is the LUMO energy in the fourth record?
-0.2018 Eh

=====

What is the formula in the second record?
C7H10IO5P